Record 1
The following is a quantum chemistry calculation of a structure of composition C3H2FMgO2 at a distorted geometry, from the OMol25 dataset.

Computed properties:
- electronic energy (eV) = -15396.3212
- HOMO energy (alpha / beta) (eV) = -7.431 / -8.130
- energy above the lowest of the compared OMol25 structures with the same formula, charge and spin (kJ/mol) = 206.8
- <S²> = 0.7525

Geometry as ORCA input:
```
! wB97M-V def2-TZVPD RIJCOSX def2/J DEFGRID3
* xyz 0 2
C -1.27 0.09 -0.65
C 1.11 -0.56 0.48
O -0.89 -1.06 -0.36
O -0.34 1.06 -0.33
C 0.63 0.71 0.60
H 1.35 -1.21 1.33
F 1.85 -0.88 -0.63
H 0.44 1.10 1.60
Mg -2.87 0.73 -2.04
*
```

Record 2
The following is a quantum chemistry calculation of a structure of composition C3H6INO2 at a distorted geometry, from the OMol25 dataset.

Computed properties:
- electronic energy (eV) = -16893.4073
- HOMO energy (eV) = -8.650
- energy above the lowest of the compared OMol25 structures with the same formula, charge and spin (kJ/mol) = 81.6

Geometry as ORCA input:
```
! wB97M-V def2-TZVPD RIJCOSX def2/J DEFGRID3
* xyz 0 1
C -0.13 1.43 -0.37
C 0.12 -1.03 0.69
C -0.28 0.39 0.70
N -0.09 1.06 -1.69
O -0.07 2.56 0.09
O -0.20 0.91 1.92
I -3.06 0.19 0.00
H 0.70 -1.22 1.62
H 0.76 -1.21 -0.19
H -0.84 -1.69 0.68
H -0.48 0.20 -1.84
H -0.01 1.72 -2.50
H -0.27 1.99 1.81
*
```

Record 3
The following is a quantum chemistry calculation of a cluster of 2 separate species, C3H10N4O in total at a distorted geometry, from the OMol25 dataset.

Computed properties:
- electronic energy (eV) = -11281.6121
- HOMO energy (eV) = -8.686
- structure (SMILES) = [H]/N=C\NC.NC(N)=O
- energy above the lowest of the compared OMol25 structures with the same formula, charge and spin (kJ/mol) = 56.8

Geometry as ORCA input:
```
! wB97M-V def2-TZVPD RIJCOSX def2/J DEFGRID3
* xyz 0 1
H -1.76 0.08 -2.06
N -2.02 -0.20 -1.11
C -1.57 0.65 -0.26
N -0.73 1.70 -0.59
C -0.14 2.60 0.37
H -1.86 0.61 0.80
H -0.34 1.71 -1.52
H -0.04 3.60 -0.05
H 0.85 2.24 0.64
H -0.73 2.67 1.29
N 0.29 -2.05 -0.57
C 0.94 -1.49 0.48
N 1.99 -2.26 0.88
O 0.56 -0.56 1.20
H 0.14 -3.05 -0.51
H -0.56 -1.56 -0.85
H 2.48 -2.77 0.16
H 2.49 -1.93 1.70
*
```